Density functional theory data (the ωB97M-V functional and the def2-TZVPD basis) for a 8-piece molecular cluster, C18H33Cl9O15 overall.

The geometry in ORCA input format:
```
! RIJCOSX wB97M-V def2-TZVPD def2/J DEFGRID3
* xyz 0 1
C -15.191 -23.979 -3.672
Cl -14.172 -25.317 -4.383
Cl -14.396 -23.433 -2.176
Cl -16.837 -24.479 -3.312
H -15.273 -23.098 -4.309
C -11.488 -30.388 -4.614
Cl -12.939 -30.704 -5.546
Cl -10.242 -29.650 -5.682
Cl -11.008 -31.834 -3.566
H -11.784 -29.603 -3.918
C -13.048 -18.025 -6.419
Cl -14.154 -18.752 -5.251
Cl -12.511 -16.415 -5.971
Cl -13.964 -17.889 -7.947
H -12.183 -18.654 -6.628
C -5.342 -20.292 -6.735
O -5.979 -21.382 -5.995
C -7.295 -21.321 -5.754
O -7.995 -20.375 -6.072
O -7.710 -22.451 -5.040
C -9.056 -22.604 -4.574
H -5.530 -19.347 -6.226
H -5.721 -20.273 -7.757
H -4.255 -20.379 -6.754
H -8.943 -23.365 -3.801
H -9.719 -23.031 -5.326
H -9.503 -21.703 -4.156
C -6.898 -21.693 0.208
O -7.982 -22.630 0.084
C -8.672 -23.158 1.129
O -8.456 -22.921 2.295
O -9.722 -23.882 0.676
C -10.487 -24.686 1.584
H -6.014 -22.254 0.510
H -7.086 -20.917 0.950
H -6.690 -21.258 -0.769
H -10.861 -24.136 2.448
H -9.842 -25.503 1.909
H -11.398 -25.036 1.098
C -14.610 -29.389 -0.171
O -13.406 -29.809 0.478
C -13.271 -30.913 1.114
O -14.140 -31.754 1.312
O -11.964 -31.044 1.435
C -11.478 -32.263 2.005
H -14.392 -28.497 -0.759
H -15.413 -29.191 0.538
H -14.956 -30.118 -0.904
H -11.410 -33.071 1.277
H -11.941 -32.589 2.937
H -10.422 -32.081 2.202
C -16.922 -22.480 -10.721
O -17.559 -21.481 -9.901
C -18.110 -21.835 -8.738
O -18.074 -22.957 -8.223
O -18.765 -20.750 -8.258
C -19.388 -20.780 -6.970
H -17.603 -23.246 -11.090
H -16.164 -22.991 -10.128
H -16.507 -21.925 -11.563
H -19.960 -19.874 -6.768
H -18.640 -20.829 -6.178
H -20.106 -21.586 -6.817
C -26.242 -28.646 -2.343
O -24.789 -28.611 -2.455
C -24.199 -28.067 -3.520
O -24.708 -27.302 -4.333
O -22.906 -28.355 -3.440
C -21.997 -27.682 -4.282
H -26.520 -29.355 -1.563
H -26.732 -28.988 -3.254
H -26.612 -27.650 -2.102
H -22.337 -27.719 -5.316
H -20.996 -28.099 -4.167
H -21.894 -26.633 -4.003
*
```

Summary:
LUMO, eV: 0.1
Relative energy (zero: lowest compared OMol25 entry of this formula, charge and spin), eV: 1.950
Structure (SMILES): COC(=O)OC.COC(=O)OC.COC(=O)OC.COC(=O)OC.COC(=O)OC.ClC(Cl)Cl.ClC(Cl)Cl.ClC(Cl)Cl

Listed below, in e, are the Mulliken charges computed for each atom: 0.06 -0.11 -0.11 -0.11 0.27 0.13 -0.11 -0.12 -0.13 0.22 0.10 -0.11 -0.12 -0.13 0.26 -0.60 -0.31 0.75 -0.55 -0.29 -0.63 0.29 0.28 0.23 0.23 0.29 0.30 -0.62 -0.26 0.70 -0.55 -0.25 -0.63 0.30 0.30 0.20 0.30 0.29 0.22 -0.64 -0.28 0.77 -0.58 -0.30 -0.66 0.23 0.30 0.31 0.30 0.29 0.25 -0.61 -0.30 0.79 -0.59 -0.30 -0.62 0.29 0.30 0.21 0.25 0.27 0.30 -0.62 -0.30 0.78 -0.57 -0.30 -0.63 0.24 0.30 0.28 0.29 0.23 0.29

=====

Density functional theory data (the ωB97M-V functional and the def2-TZVPD basis) for a 2-piece molecular cluster, C5H11O overall.

The geometry in ORCA input format:
```
! RIJCOSX wB97M-V def2-TZVPD def2/J DEFGRID3
* xyz 1 3
C 2.286 0.406 -0.858
C 2.085 0.734 0.406
C -1.609 -1.355 -0.243
C -1.115 1.163 -0.158
C 0.119 -0.369 1.044
O -0.677 -0.253 -0.065
H 3.345 0.468 -1.326
H 1.770 -0.309 -1.507
H 2.559 1.218 1.187
H -1.591 -1.558 -1.304
H -1.114 -2.204 0.154
H -2.628 -1.317 0.307
H -0.191 1.688 -0.167
H -1.560 1.245 -1.180
H -1.812 1.585 0.540
H 0.313 -1.452 1.356
H -0.180 0.310 1.815
*
```

Summary:
LUMO (alpha / beta), eV: -2.9 / -6.1
Relative energy (zero: lowest compared OMol25 entry of this formula, charge and spin), eV: 2.674
<S²>: 2.015

Listed below, in e, are the natural (NBO) charges computed for each atom: -0.54 -0.12 -0.27 -0.26 0.03 -0.34 0.26 0.22 0.20 0.24 0.23 0.25 0.25 0.24 0.24 0.21 0.18

=====

Density functional theory data (the ωB97M-V functional and the def2-TZVPD basis) for a 7-piece molecular cluster, C21H50F9N5O7PS overall.

The geometry in ORCA input format:
```
! RIJCOSX wB97M-V def2-TZVPD def2/J DEFGRID3
* xyz 3 1
C 6.319 -1.893 2.757
C 7.750 -2.475 2.593
O 8.568 -1.955 1.817
N 8.034 -3.797 3.367
H 7.126 -4.075 3.709
H 8.223 -4.503 2.669
C 9.001 -3.599 4.539
H 5.711 -2.566 2.152
H 6.338 -0.954 2.204
H 5.966 -1.681 3.766
H 9.911 -3.155 4.135
H 9.143 -4.604 4.936
H 8.572 -2.926 5.282
C 7.029 2.637 -1.835
C 6.759 2.224 -3.220
O 7.018 2.887 -4.209
N 5.989 0.929 -3.413
H 5.452 0.798 -2.568
H 5.425 1.016 -4.247
C 7.035 -0.189 -3.580
H 6.072 2.860 -1.362
H 7.592 3.570 -1.813
H 7.527 1.876 -1.235
H 7.968 -0.010 -3.045
H 7.128 -0.173 -4.666
H 6.656 -1.097 -3.111
C -2.767 -2.536 -4.848
C -3.848 -1.685 -5.558
O -4.654 -2.170 -6.289
N -3.692 -0.123 -5.500
H -2.716 0.114 -5.399
H -3.852 0.382 -6.360
C -4.566 0.412 -4.318
H -1.787 -2.335 -5.281
H -2.950 -3.601 -4.992
H -2.614 -2.128 -3.848
H -4.452 1.496 -4.301
H -4.120 0.048 -3.393
H -5.507 -0.119 -4.463
C 0.324 -7.681 -1.897
C 1.359 -7.735 -0.736
O 1.804 -8.839 -0.373
N 1.587 -6.501 0.099
H 2.540 -6.170 0.058
H 1.185 -5.700 -0.366
C 1.129 -6.677 1.530
H -0.683 -7.423 -1.570
H 0.212 -8.568 -2.522
H 0.555 -6.967 -2.688
H 1.582 -7.502 2.079
H 0.050 -6.765 1.406
H 1.432 -5.820 2.133
C -2.249 7.413 -0.347
C -2.925 6.921 0.910
C -3.846 5.671 0.738
N -4.837 5.501 1.922
C -5.770 6.662 1.927
C -4.149 5.346 3.339
C -4.648 4.111 3.954
C -6.027 3.822 3.222
C -5.704 4.262 1.762
H -2.932 8.057 -0.903
H -1.840 6.669 -1.030
H -1.399 8.019 -0.036
H -3.562 7.677 1.370
H -2.185 6.603 1.644
H -3.311 4.722 0.775
H -4.378 5.588 -0.210
H -6.129 6.912 0.928
H -5.394 7.563 2.412
H -6.694 6.396 2.440
H -4.414 6.145 4.031
H -3.076 5.334 3.149
H -4.671 4.115 5.044
H -3.861 3.372 3.799
H -6.888 4.355 3.625
H -6.399 2.798 3.250
H -6.569 4.447 1.124
H -5.142 3.487 1.241
C 0.003 0.880 1.717
F 0.589 0.291 2.785
F -1.354 0.651 1.603
F 0.264 2.188 1.720
S 0.725 0.036 0.093
O 2.072 0.608 -0.177
O 0.759 -1.404 0.410
O -0.153 0.395 -1.050
P -5.376 -4.270 0.652
F -5.884 -3.184 1.711
F -3.983 -3.522 0.261
F -4.540 -4.940 1.884
F -5.066 -5.548 -0.312
F -6.666 -5.140 1.014
F -6.254 -3.559 -0.619
*
```

Summary:
LUMO, eV: -7.3
Relative energy (zero: lowest compared OMol25 entry of this formula, charge and spin), eV: 6.629

Listed below, in e, are the Mulliken charges computed for each atom: -1.03 0.52 -0.44 -0.16 0.39 0.38 -0.73 0.35 0.32 0.39 0.35 0.36 0.32 -1.06 0.52 -0.42 -0.11 0.37 0.35 -0.75 0.38 0.33 0.36 0.32 0.35 0.35 -1.04 0.51 -0.36 -0.22 0.38 0.37 -0.77 0.36 0.32 0.40 0.34 0.36 0.36 -1.08 0.54 -0.41 -0.13 0.35 0.37 -0.77 0.37 0.35 0.36 0.34 0.37 0.34 -1.39 -0.02 -0.99 0.28 -1.13 -0.24 -0.65 -0.68 -0.68 0.36 0.34 0.37 0.23 0.32 0.52 0.47 0.37 0.40 0.43 0.25 0.21 0.41 0.28 0.31 0.43 0.36 0.44 0.54 -0.21 -0.19 -0.20 1.04 -0.67 -0.65 -0.66 1.16 -0.33 -0.35 -0.37 -0.36 -0.35 -0.39

=====

Density functional theory data (the ωB97M-V functional and the def2-TZVPD basis) for an isolated molecule of H4I2OSi2.

The geometry in ORCA input format:
```
! RIJCOSX wB97M-V def2-TZVPD def2/J DEFGRID3
* xyz 0 1
O 0.607 0.058 -0.225
Si 0.207 -1.222 0.933
Si 0.008 1.325 -1.090
I 0.216 -3.382 -0.274
I -1.712 2.537 0.317
H 1.309 -1.114 1.877
H -1.217 -0.947 1.428
H 1.204 2.100 -0.696
H -0.622 0.646 -2.270
*
```

Summary:
LUMO, eV: 0.3
Relative energy (zero: lowest compared OMol25 entry of this formula, charge and spin), eV: 0.187
Structure (SMILES): I[SiH2]O[SiH2]I

Listed below, in e, are the natural (NBO) charges computed for each atom: -1.31 1.20 1.23 -0.23 -0.30 -0.17 -0.15 -0.13 -0.14

=====

Density functional theory data (the ωB97M-V functional and the def2-TZVPD basis) for a 7-piece molecular cluster, C39H88N10O7 overall.

The geometry in ORCA input format:
```
! RIJCOSX wB97M-V def2-TZVPD def2/J DEFGRID3
* xyz 0 1
C -4.623 -0.203 23.178
O -3.786 -0.975 22.604
N -5.748 -0.683 23.828
N -4.490 1.135 23.158
H -5.924 -1.654 23.689
H -6.440 -0.064 24.219
H -3.675 1.495 22.652
H -5.290 1.719 23.272
C -8.598 1.089 22.890
O -7.618 1.800 23.316
N -9.853 0.954 23.507
N -8.572 0.322 21.704
H -10.489 0.269 23.088
H -10.222 1.510 24.289
H -7.778 0.316 21.062
H -9.298 -0.342 21.447
C -7.523 4.728 25.123
O -7.440 5.773 25.754
N -7.627 4.737 23.758
N -7.607 3.519 25.700
H -7.518 3.799 23.340
H -7.274 5.546 23.250
H -7.564 2.709 25.102
H -7.429 3.563 26.705
C -13.741 -0.566 20.192
C -12.666 -0.036 21.252
C -13.480 0.280 22.532
C -13.876 -0.896 23.303
C -12.812 -2.018 23.522
C -11.919 -2.290 22.252
N -11.601 -0.935 21.647
O -10.844 -1.147 20.490
C -10.525 -2.880 22.721
C -12.670 -3.331 21.340
C -11.977 1.184 20.701
H -14.411 -1.351 20.574
H -13.310 -0.973 19.253
H -14.380 0.264 19.880
H -12.877 0.991 23.136
H -14.377 0.875 22.295
H -14.744 -1.348 22.770
H -14.267 -0.593 24.285
H -13.259 -2.925 23.944
H -12.180 -1.596 24.318
H -10.649 -3.892 23.136
H -9.802 -2.977 21.905
H -10.097 -2.207 23.463
H -13.654 -2.944 21.046
H -12.082 -3.465 20.430
H -12.872 -4.276 21.832
H -11.050 1.364 21.186
H -12.688 1.970 20.881
H -11.757 1.130 19.625
H -11.511 -1.595 19.956
C -4.848 -0.741 17.280
C -5.352 -1.574 18.462
C -5.992 -2.853 18.011
C -4.845 -3.887 17.623
C -3.835 -4.088 18.700
C -3.251 -2.818 19.273
N -4.388 -1.853 19.468
O -3.813 -0.581 19.798
C -2.631 -2.985 20.650
C -2.172 -2.324 18.311
C -6.422 -0.686 19.183
H -5.677 -0.454 16.653
H -4.139 -1.336 16.698
H -4.329 0.144 17.666
H -6.645 -3.332 18.779
H -6.699 -2.681 17.162
H -4.276 -3.518 16.764
H -5.286 -4.850 17.309
H -2.921 -4.653 18.373
H -4.245 -4.619 19.549
H -2.505 -2.026 21.136
H -3.351 -3.468 21.344
H -1.729 -3.543 20.596
H -1.573 -1.442 18.560
H -1.537 -3.194 18.135
H -2.589 -2.268 17.295
H -7.263 -0.493 18.506
H -6.044 0.292 19.403
H -6.716 -1.177 20.099
H -3.652 -0.645 20.779
C -7.787 2.601 18.400
C -7.000 3.699 19.219
C -5.998 2.961 20.181
C -4.899 3.875 20.725
C -4.161 4.611 19.645
C -5.032 5.290 18.620
N -6.142 4.387 18.186
O -6.968 4.917 17.162
C -5.584 6.679 19.141
C -4.326 5.549 17.276
C -7.962 4.525 20.102
H -8.570 3.045 17.794
H -8.287 1.879 19.062
H -7.076 2.068 17.792
H -6.520 2.535 21.013
H -5.546 2.210 19.558
H -4.170 3.350 21.358
H -5.439 4.600 21.377
H -3.550 3.965 19.030
H -3.484 5.410 20.044
H -6.236 7.154 18.418
H -6.054 6.678 20.118
H -4.713 7.335 19.195
H -3.495 6.229 17.534
H -3.957 4.662 16.765
H -4.977 6.160 16.665
H -8.461 3.773 20.674
H -8.688 5.149 19.581
H -7.513 5.236 20.795
H -7.508 5.626 17.537
C -12.305 2.812 28.229
C -12.598 2.123 26.862
C -14.047 2.059 26.508
C -14.641 3.427 26.153
C -13.894 4.001 24.934
C -12.341 4.066 25.185
N -11.872 2.732 25.666
O -10.517 2.780 25.952
C -11.678 4.419 23.860
C -12.077 5.261 26.171
C -11.935 0.747 26.906
H -11.278 3.144 28.384
H -13.034 3.619 28.331
H -12.498 2.101 29.037
H -14.205 1.322 25.689
H -14.607 1.699 27.339
H -15.731 3.306 26.006
H -14.606 4.105 27.030
H -14.215 4.992 24.549
H -13.912 3.322 24.081
H -12.248 5.251 23.494
H -11.718 3.617 23.133
H -10.603 4.636 23.964
H -12.853 6.012 25.971
H -11.121 5.809 26.146
H -12.232 5.057 27.235
H -10.975 0.664 27.367
H -12.625 0.146 27.494
H -11.914 0.372 25.863
H -10.224 3.688 26.149
*
```

Summary:
LUMO, eV: 0.3
Relative energy (zero: lowest compared OMol25 entry of this formula, charge and spin), eV: 1.029
Structure (SMILES): CC1(C)CCCC(C)(C)N1O.CC1(C)CCCC(C)(C)N1O.CC1(C)CCCC(C)(C)N1O.CC1(C)CCCC(C)(C)N1O.NC(N)=O.NC(N)=O.NC(N)=O

Atomic partial charges in e from the Mulliken method, atoms 1 to 99: 0.53 -0.73 -0.28 -0.24 0.21 0.10 0.23 0.10 -0.48 -0.01 0.51 0.56 -0.44 -0.06 -0.15 -0.04 0.34 -0.76 0.03 -0.18 -0.07 0.18 0.27 0.21 -1.59 1.41 -0.41 -0.82 -1.29 1.00 1.49 -0.84 -1.77 -1.37 -1.35 0.37 0.30 0.45 -0.40 0.51 0.40 0.42 0.44 0.18 0.46 0.33 0.28 0.26 0.35 0.44 -0.04 0.49 0.25 0.37 -1.75 1.64 -1.01 -0.74 -1.01 1.52 0.24 -0.40 -2.07 -1.65 -1.37 0.44 0.44 0.29 0.33 0.40 0.32 0.42 0.35 0.35 0.49 0.36 0.48 0.22 0.50 0.46 0.41 -0.39 0.65 0.26 -1.46 1.80 0.34 -0.30 -1.38 1.38 0.07 -0.49 -1.64 -1.95 -1.45 0.45 0.02 0.43 -0.38

=====

Density functional theory data (the ωB97M-V functional and the def2-TZVPD basis) for a 4-piece molecular cluster, C3H12ClN6O3 overall.

The geometry in ORCA input format:
```
! RIJCOSX wB97M-V def2-TZVPD def2/J DEFGRID3
* xyz -1 1
Cl -1.453 0.169 -0.494
C 2.023 2.452 -1.105
O 2.117 1.789 -2.129
N 2.963 3.429 -0.799
N 1.026 2.325 -0.201
H 2.697 4.350 -0.498
H 3.754 3.415 -1.418
H 1.048 2.772 0.696
H 0.176 1.792 -0.404
C -1.434 0.683 3.630
O -1.071 0.733 4.802
N -0.718 1.310 2.637
N -2.493 -0.080 3.170
H -1.185 1.466 1.752
H -0.016 1.935 2.988
H -3.011 -0.557 3.888
H -3.051 0.419 2.491
C -0.225 -3.534 -1.837
O -0.343 -3.639 -0.631
N 0.575 -4.442 -2.539
N -0.916 -2.662 -2.635
H 0.916 -5.186 -1.964
H 0.650 -4.385 -3.535
H -0.664 -2.718 -3.605
H -1.365 -1.836 -2.260
*
```

Summary:
LUMO, eV: 3.3
Relative energy (zero: lowest compared OMol25 entry of this formula, charge and spin), eV: 0.000

Listed below, in e, are the natural (NBO) charges computed for each atom: -0.94 0.77 -0.66 -0.88 -0.85 0.38 0.38 0.37 0.46 0.77 -0.69 -0.84 -0.83 0.42 0.38 0.38 0.39 0.78 -0.64 -0.88 -0.85 0.40 0.37 0.36 0.45